No. 1
The following is a quantum chemistry calculation of 2 unconnected molecules or ions with the total composition C6H13N in a non-equilibrium geometry, from the OMol25 dataset.

Computed properties:
DFT total energy = -290.9613 Eh
Highest occupied orbital energy = -7.8 eV
LUMO = 0.930 eV
HOMO-LUMO gap = 8.74 eV
Energy above the lowest of the compared OMol25 structures with the same formula, charge and spin = 123.88 kcal/mol
Structure (SMILES) = C=CNCC.C=C

Last column: Löwdin charge in e.
Element x y z (Å)
N1 1.96 1.22 0.01  -0.08
C1 0.67 1.87 0.00  -0.24
C2 3.13 -0.70 0.91  -0.01
C3 -2.69 -2.31 -0.85  -0.08
C4 -3.05 -1.05 -0.69  -0.11
C5 2.29 0.33 1.02  -0.26
C6 -0.84 0.74 -0.11  -0.06
H1 2.30 0.95 -0.90  0.12
H2 -4.02 -0.78 -0.30  0.05
H3 0.54 2.33 0.98  0.09
H4 1.79 0.54 1.96  0.11
H5 3.31 -1.35 1.75  0.04
H6 3.64 -0.92 -0.01  0.04
H7 -1.75 -2.57 -1.31  0.04
H8 -2.37 -0.22 -0.96  -0.01
H9 -0.55 -0.14 0.47  0.03
H10 0.71 2.73 -0.67  0.10
H11 -0.10 1.14 -1.09  0.13
H12 -3.31 -3.14 -0.53  0.04
H13 -1.66 1.33 0.32  0.04

=====

No. 2
The following is a quantum chemistry calculation of 5 unconnected molecules or ions with the total composition C2H14NO4 in a non-equilibrium geometry, from the OMol25 dataset.

Computed properties:
DFT total energy = -440.1503 Eh
Highest occupied orbital energy (alpha / beta) = -4.3 / -9.1 eV
LUMO (alpha / beta) = 0.275 / 0.267 eV
HOMO-LUMO gap (alpha / beta) = 4.57 / 9.34 eV
Energy above the lowest of the compared OMol25 structures with the same formula, charge and spin = 28.25 kcal/mol
<S²> = 0.75
Multiplicity = 2

Last column: Löwdin spin population.
Element x y z (Å)
O1 2.58 -1.13 -2.28  0.00
O2 -2.39 -1.31 -0.22  0.00
O3 -1.16 1.45 2.04  0.00
O4 0.67 -1.15 2.48  0.00
N1 -0.04 0.82 -0.26  0.30
C1 0.75 1.82 0.00  0.52
C2 -0.16 0.22 -1.53  0.03
H1 -2.56 -1.81 0.56  0.00
H2 -1.10 -0.33 -1.85  0.00
H3 0.93 2.41 0.92  0.05
H4 0.13 -1.53 3.19  0.00
H5 2.26 -0.69 -3.07  0.00
H6 1.40 2.34 -0.67  0.06
H7 -0.02 0.99 -2.26  0.01
H8 1.26 -1.87 2.26  0.00
H9 -0.74 0.52 0.56  0.00
H10 -1.17 0.48 2.30  0.00
H11 2.89 -2.03 -2.57  0.00
H12 0.53 -0.58 -1.80  0.01
H13 -0.91 2.07 2.59  0.00
H14 -3.14 -0.70 -0.39  0.00

=====

No. 3
The following is a quantum chemistry calculation of a molecular structure, C8H17O3P2Ru in a non-equilibrium geometry, from the OMol25 dataset.

Computed properties:
DFT total energy = -1318.0787 Eh
Highest occupied orbital energy (alpha / beta) = -4.9 / -8.0 eV
LUMO (alpha / beta) = 0.578 / -1.368 eV
HOMO-LUMO gap (alpha / beta) = 5.50 / 6.59 eV
Energy above the lowest of the compared OMol25 structures with the same formula, charge and spin = 0.00 kcal/mol
<S²> = 8.78
Multiplicity = 6

Last column: Löwdin spin population.
Element x y z (Å)
Ru1 0.66 -1.53 -0.53  2.94
P1 -0.51 -3.18 0.35  0.28
P2 0.73 -0.14 1.13  0.11
O1 2.32 -0.26 1.64  0.03
O2 0.62 1.46 0.87  0.06
O3 -0.09 -0.29 2.53  0.02
C1 2.96 -1.31 0.85  0.14
C2 -1.43 0.71 -2.38  0.28
C3 -2.36 1.53 -3.08  0.05
C4 -0.09 1.35 -2.52  0.34
C5 -1.65 2.64 -3.65  0.36
C6 -0.27 2.52 -3.30  0.02
C7 -0.65 2.12 1.03  0.01
C8 0.35 -1.18 3.57  0.00
H1 0.13 -4.46 0.44  0.05
H2 -0.92 2.59 0.08  0.00
H3 -1.46 1.45 1.34  0.00
H4 0.82 0.95 -2.09  0.08
H5 -3.42 1.34 -3.17  0.00
H6 0.52 3.21 -3.59  -0.01
H7 -2.09 3.43 -4.25  0.02
H8 -0.52 2.90 1.79  0.00
H9 3.43 -2.01 1.54  0.01
H10 -1.68 -3.55 -0.39  0.03
H11 -0.48 -1.26 4.28  0.00
H12 2.22 -1.94 0.20  0.09
H13 -1.08 -3.07 1.65  0.03
H14 0.59 -2.19 3.19  0.00
H15 3.72 -0.85 0.20  0.01
H16 -1.61 -0.21 -1.82  0.04
H17 1.23 -0.77 4.09  0.00

=====

No. 4
The following is a quantum chemistry calculation of 2 unconnected molecules or ions with the total composition C5H13NO3, from the OMol25 dataset.

Computed properties:
DFT total energy = -478.7889 Eh
Highest occupied orbital energy = -10.0 eV
LUMO = 0.673 eV
HOMO-LUMO gap = 10.72 eV
Energy above the lowest of the compared OMol25 structures with the same formula, charge and spin = 16.67 kcal/mol
Structure (SMILES) = CNC(C)=O.OCCO

Last column: Löwdin charge in e.
Element x y z (Å)
O1 -2.75 3.06 -0.25  -0.08
O2 -0.61 1.71 -1.47  -0.09
O3 1.13 -1.06 -0.68  0.03
N1 1.21 -2.83 0.72  -0.01
C1 -1.47 3.64 -0.42  -0.27
C2 0.58 -1.77 0.16  -0.55
C3 -0.37 2.60 -0.37  -0.25
C4 2.57 -3.17 0.35  -0.09
C5 -0.84 -1.54 0.64  0.00
H1 -1.40 4.19 -1.38  0.12
H2 -0.41 2.06 0.59  0.12
H3 -0.86 -1.35 1.73  0.09
H4 -1.26 -0.66 0.12  0.08
H5 2.64 -3.40 -0.73  0.09
H6 2.89 -4.06 0.92  0.09
H7 -0.04 0.92 -1.36  0.07
H8 -1.48 -2.41 0.42  0.09
H9 0.72 -3.40 1.42  0.14
H10 3.26 -2.34 0.57  0.09
H11 -1.33 4.37 0.39  0.12
H12 0.62 3.08 -0.45  0.12
H13 -2.80 2.33 -0.91  0.09

=====

No. 5
The following is a quantum chemistry calculation of a molecular structure, C5H6O2 in a non-equilibrium geometry, from the OMol25 dataset.

Computed properties:
DFT total energy = -344.4082 Eh
Highest occupied orbital energy = -8.9 eV
LUMO = 0.595 eV
HOMO-LUMO gap = 9.53 eV
Energy above the lowest of the compared OMol25 structures with the same formula, charge and spin = 121.56 kcal/mol

Last column: Löwdin charge in e.
Element x y z (Å)
O1 2.32 1.34 -1.21  0.08
O2 0.55 -1.03 0.77  -0.01
C1 -1.43 0.62 0.49  0.01
C2 1.67 0.90 -0.29  -0.19
C3 0.77 -0.30 -0.46  -0.22
C4 -0.77 -0.08 -0.65  -0.19
C5 -0.82 -0.96 0.52  -0.26
H1 -1.44 -1.85 0.59  0.17
H2 1.67 1.37 0.71  0.14
H3 -1.24 -0.24 -1.61  0.13
H4 1.17 -0.98 -1.22  0.16
H5 -1.74 -0.18 1.29  0.11
H6 -0.75 1.26 1.06  0.07